# 1
Formula: C3H9N4
Source: the OMol25 dataset
Level of theory: the ωB97M-V functional and the def2-TZVPD basis

Structure (XYZ):
```
16
Properties=species:S:1:pos:R:3:forces:R:3
C 0.13634 2.33357 0.04471 -0.7859 1.0487 0.3192
C 1.91059 0.96663 -0.04132 -1.5003 1.0318 -3.2780
C 0.63274 0.18345 -0.02519 1.3170 -1.5295 0.4460
N 1.37930 2.30864 -0.05797 1.0428 2.3869 -0.2860
N -0.37578 1.04724 0.02616 -1.2180 -4.0058 0.5330
N 0.47944 -1.10645 0.16552 2.4603 -0.1632 -0.9098
N -1.85432 -1.92932 -0.12258 -0.2845 -2.3166 -2.2572
H -0.59683 3.15364 0.14179 0.9564 -0.2121 -0.1842
H 2.35890 0.94256 0.88781 1.5633 -0.8472 1.8947
H 2.60161 0.83999 -0.93720 -0.7612 -0.2430 1.3757
H -1.15687 0.50760 0.42800 -0.4980 1.9419 -0.3143
H -0.35160 -1.67318 -0.06189 -1.6962 0.4213 0.3578
H 1.21698 -1.76728 -0.06689 0.8724 0.8833 0.4299
H -2.08566 -1.89991 0.82403 -0.8267 0.3589 1.6527
H -2.24385 -2.80025 -0.53998 0.1737 1.2573 0.2967
H -2.05099 -1.10692 -0.66499 -0.8152 -0.0128 -0.0764
```
Positions in Å, forces in eV/Å.

Summary:
**Energy relative to the best compared isomer or geometry (same formula, charge and spin)**: 1.636 eV
**Gap between HOMO and LUMO**: 10.669 eV
**Charge**: +1

# 2
Formula: C3H9N4
Source: the OMol25 dataset
Level of theory: the ωB97M-V functional and the def2-TZVPD basis

Structure (XYZ):
```
16
Properties=species:S:1:pos:R:3:forces:R:3
C -1.46592 0.13242 0.40653 0.6003 0.5624 0.8520
C -1.96541 -0.70826 -0.61259 1.6913 0.2486 -2.4615
C 2.04683 0.67879 -0.42890 1.3817 0.9487 -0.4542
N -0.20989 0.83509 0.10129 0.6795 0.8591 1.4868
N 1.08545 -1.10977 0.76612 0.5453 -1.8242 3.4142
N 0.66054 -1.28864 -0.50458 -2.2757 -4.5500 -3.4923
N 0.88504 -0.07716 -0.10402 -0.9688 5.0189 1.7312
H -2.08450 0.96751 0.27630 -1.6320 1.6847 0.6001
H -1.67111 -0.31607 1.36525 0.6440 0.1467 0.8308
H -2.61319 -1.49552 -0.49192 -1.1807 -1.8692 1.0356
H -2.04314 -0.33951 -1.61587 0.5555 0.2878 -0.4947
H 1.64514 1.49573 -1.09563 1.1251 -0.3820 1.1349
H 2.54424 0.84334 0.58516 -0.4833 0.6447 -1.7080
H 2.65658 0.00578 -1.01105 0.5111 0.0432 -0.1361
H 0.17801 1.54876 0.85639 -1.4722 -1.8708 -1.7718
H 0.35133 -1.17250 1.50754 0.2788 0.0514 -0.5671
```
Positions in Å, forces in eV/Å.

Summary:
**Energy relative to the best compared isomer or geometry (same formula, charge and spin)**: 9.756 eV
**Gap between HOMO and LUMO (alpha / beta)**: 6.858 / 10.096 eV
**Charge**: +1

# 3
Formula: C3H9N4
Source: the OMol25 dataset
Level of theory: the ωB97M-V functional and the def2-TZVPD basis

Structure (XYZ):
```
16
Properties=species:S:1:pos:R:3:forces:R:3
C -0.96423 -0.04241 0.07683 -1.8122 1.2237 -0.2846
C 0.04628 -0.93313 -0.40209 2.8507 -2.4580 1.0574
C 1.42768 -0.84954 0.26344 0.9354 -0.4226 0.5869
N -1.86397 0.41390 -0.82035 0.5039 -0.7842 5.9117
N -1.05250 0.37076 1.32925 -0.4713 -0.5747 -0.5031
N 1.27502 1.30128 -0.55779 1.3299 3.2465 -0.6732
N 2.01475 0.41939 -0.08008 -0.2554 -1.6869 0.5202
H -0.08622 -2.02867 -0.43911 -1.2062 0.5845 0.1199
H 0.38372 -0.62710 -1.32899 -0.4178 0.4116 -2.5786
H 1.40540 -0.95189 1.34999 0.0532 -0.3005 0.1347
H 2.06210 -1.64800 -0.17306 -0.4115 0.2809 0.5123
H -0.45903 -0.00215 2.06437 -0.2545 0.1364 -0.2671
H -1.86317 0.93305 1.57043 0.4656 -0.0296 0.3929
H -1.66708 0.43996 -1.73106 0.7832 -0.0665 -4.3175
H 1.85397 2.16189 -0.70750 -1.1910 -0.2963 -0.1691
H -2.51272 1.04266 -0.41429 -0.9020 0.7358 -0.4428
```
Positions in Å, forces in eV/Å.

Summary:
**Energy relative to the best compared isomer or geometry (same formula, charge and spin)**: 0.000 eV
**Gap between HOMO and LUMO (alpha / beta)**: 7.138 / 10.102 eV
**Charge**: +1
**2S+1**: 3

# 4
Formula: C3H9N4S
Source: the OMol25 dataset
Level of theory: the ωB97M-V functional and the def2-TZVPD basis

Structure (XYZ):
```
17
Properties=species:S:1:pos:R:3:forces:R:3
C -1.40734 0.99536 0.68596 -0.2197 -0.9943 0.5942
C -0.80770 -0.00975 -0.32794 -0.4929 0.9140 0.3204
N -1.53421 -1.25960 -0.22642 -1.0828 0.0549 -0.3430
N -0.86372 -2.14798 0.26097 -0.6943 -1.2201 -0.2120
C 0.43416 -1.69439 0.60233 1.5411 0.8574 2.0222
S 0.30403 -1.61919 2.47762 -0.4967 -0.1020 -0.2244
N 0.58824 -0.30648 0.04537 0.9225 -0.8699 -0.7009
N 1.44129 -0.38276 -1.20256 -2.1470 -0.9717 -0.9980
H -1.38661 0.42237 1.68494 0.1803 1.4113 -1.3081
H -2.44768 1.29530 0.51692 0.1557 -0.5642 -0.3654
H -0.85099 1.92668 0.65643 0.3689 -0.1324 0.4415
H -0.83733 0.19524 -1.39107 -0.2876 0.9483 -0.1912
H 1.16437 -2.39344 0.23066 0.5222 -0.2086 0.1001
H 1.50102 -1.79680 3.08248 0.2239 -0.0013 -0.9555
H 1.94318 0.49578 -1.30257 -0.2255 0.3356 -0.2225
H 0.87113 -0.66255 -2.11041 1.3971 0.8855 1.9442
H 2.14328 -1.09898 -1.06495 0.3347 -0.3422 0.0983
```
Positions in Å, forces in eV/Å.

Summary:
**Energy relative to the best compared isomer or geometry (same formula, charge and spin)**: 4.091 eV
**Gap between HOMO and LUMO**: 9.321 eV
**SMILES string**: C[C@@H]1N=N[C@H](S)N1[NH3+]
**Charge**: +1

# 5
Formula: C3H9N4S4
Source: the OMol25 dataset
Level of theory: the ωB97M-V functional and the def2-TZVPD basis

Structure (XYZ):
```
20
Properties=species:S:1:pos:R:3:forces:R:3
C -1.21266 -0.34913 0.54481 2.0574 0.3053 0.4940
C -2.29950 0.42433 0.43208 -1.3744 0.1726 0.5648
C -0.87528 -1.69243 0.31284 0.8491 -2.9322 -1.9656
N 1.24348 0.97881 -1.19499 1.7326 0.4393 1.1866
N 0.34027 0.87088 -1.81902 -2.2041 0.2599 -2.6865
N -0.70009 0.72453 -2.42728 -0.6103 0.2077 -1.3544
N 2.92348 0.06924 0.61644 3.1149 -3.3759 -0.9503
S -2.24467 2.05565 1.09668 3.5809 -0.2442 -0.7595
S -3.86562 -0.03030 -0.17620 0.2321 -0.4321 -0.5991
S 0.71491 -2.33057 0.32979 -0.2319 1.3078 0.7966
S -1.94303 -2.93405 -0.32152 0.0849 -0.5060 0.3131
H -0.26749 0.09319 0.87416 -0.6013 0.6076 0.3214
H -0.75099 1.09025 -3.43697 0.5971 -0.5534 2.0821
H 2.63945 0.59543 -0.22153 -1.0346 -0.4228 0.4753
H 3.76491 -0.55893 0.22525 -1.5736 2.1232 1.5291
H 3.14572 0.68067 1.37339 0.8772 0.5281 0.5520
H -3.44141 2.16893 1.43154 -3.1067 0.1314 0.5290
H -3.41018 -0.87839 -1.14309 -0.1965 0.1805 0.4728
H 2.34144 -0.72289 1.00864 -0.9926 0.8074 -1.0741
H -0.96430 -3.96639 -0.35396 -1.2002 1.3959 0.0728
```
Positions in Å, forces in eV/Å.

Summary:
**Energy relative to the best compared isomer or geometry (same formula, charge and spin)**: 0.852 eV
**Gap between HOMO and LUMO**: 7.430 eV
**Charge**: +1

# 6
Formula: C3H9N5
Source: the OMol25 dataset
Level of theory: the ωB97M-V functional and the def2-TZVPD basis

Structure (XYZ):
```
17
Properties=species:S:1:pos:R:3:forces:R:3
C 0.72302 -0.07389 -1.52067 -0.1110 0.3739 0.2916
N -0.57805 0.46157 0.78964 0.6470 -0.6383 -0.9612
C -0.91852 -1.10152 0.81991 0.0022 0.8551 -1.3679
C 0.86872 -0.39844 -0.04669 0.5556 -0.8821 0.5194
N -1.54936 1.34177 0.24290 -0.2563 0.1049 0.3543
N 2.14365 -0.16498 0.44653 -0.7940 0.3302 -0.1960
N 0.27073 -1.55407 0.47177 0.4548 0.1097 0.1933
N -2.08980 -1.58360 0.81481 -0.1487 0.2453 0.6293
H -0.16057 0.82096 1.64602 -0.4913 0.0367 0.0833
H -1.11279 2.20667 -0.06805 0.1139 -0.1876 0.1217
H -1.95883 0.89207 -0.57279 0.1227 -0.1091 0.1982
H 2.34725 -0.54388 1.35855 -0.0223 0.0529 -0.1008
H 2.68167 0.62112 0.11931 0.0003 -0.1153 0.0354
H -2.76967 -0.91905 1.17303 -0.0284 -0.0459 0.0570
H 1.40151 -0.71929 -2.07918 -0.0743 -0.0478 0.0834
H -0.29382 -0.25132 -1.86802 0.0414 -0.0513 0.0797
H 0.99485 0.96590 -1.72708 -0.0114 -0.0312 -0.0208
```
Positions in Å, forces in eV/Å.

Summary:
**Energy relative to the best compared isomer or geometry (same formula, charge and spin)**: 3.261 eV
**Gap between HOMO and LUMO**: 8.475 eV

# 7
Formula: C3H9N5
Source: the OMol25 dataset
Level of theory: the ωB97M-V functional and the def2-TZVPD basis

Structure (XYZ):
```
17
Properties=species:S:1:pos:R:3:forces:R:3
C 1.72860 1.49922 0.15939 1.7816 -0.9173 2.5917
N 0.65506 0.56864 -0.11339 -0.2289 0.5948 -0.0137
C 0.68704 0.03601 -1.41882 0.9150 -1.5263 -0.9277
N -0.27346 -0.31908 -2.18955 0.5357 0.6363 0.5788
N -1.60043 -0.05497 -1.80957 0.4864 -0.8659 0.8239
C -0.05089 0.02807 0.97499 -0.4904 0.3625 -0.9968
N -0.88295 -0.92606 0.77798 1.4079 0.8456 0.0769
N -1.60295 -1.42913 1.84791 -0.0030 0.5765 0.7905
H 1.69327 1.74463 1.28498 0.1678 -0.1043 -1.8348
H 1.88204 2.39449 -0.41008 -1.2144 0.6419 -0.4944
H 2.72636 1.02090 -0.02362 -0.6071 -0.1588 0.3964
H 1.77148 -0.21212 -1.80254 -2.1676 0.7372 0.6584
H -2.15822 -0.49427 -2.53270 -0.0627 0.0611 0.1444
H -1.78046 -0.54432 -0.88784 0.1792 0.7982 -1.0397
H 0.12067 0.60934 1.91198 -0.1929 -0.8172 -0.4818
H -1.86969 -2.32738 1.54941 -0.7167 -1.2172 -0.2918
H -1.04548 -1.59396 2.68148 0.2099 0.3529 0.0197
```
Positions in Å, forces in eV/Å.

Summary:
**Energy relative to the best compared isomer or geometry (same formula, charge and spin)**: 3.500 eV
**Gap between HOMO and LUMO**: 8.835 eV
**SMILES string**: CN(/C=N\N)/C=N/N

# 8
Formula: C3H9N5
Source: the OMol25 dataset
Level of theory: the ωB97M-V functional and the def2-TZVPD basis

Structure (XYZ):
```
17
Properties=species:S:1:pos:R:3:forces:R:3
C -0.58283 1.04346 -1.60167 0.4930 -0.2705 -0.2125
C 0.32135 -0.51294 0.90030 -4.5361 -1.3549 -0.5911
C -0.89789 -0.04131 0.52842 2.3988 -4.0401 1.8283
N 1.97261 0.26315 -0.55512 0.6680 -0.4322 -2.6463
N 0.83613 -1.48048 1.63067 1.9427 -2.8775 2.9707
N -2.16567 -0.34275 0.66764 -4.5597 -0.8508 0.4951
N 0.91976 0.50988 0.31305 3.0579 3.8457 0.8544
N -0.35378 0.93305 -0.16857 0.2238 5.1826 -3.3247
H 2.73010 -0.22215 -0.07836 -0.3951 0.3662 0.0764
H 2.31140 1.15705 -0.90341 0.2467 -0.1939 0.4225
H 0.33066 -2.35314 1.72846 0.1880 0.4187 -0.3069
H 1.83855 -1.61865 1.62332 -0.3496 0.0706 -0.0157
H -2.86248 0.35516 0.43483 0.3019 -0.0842 0.1979
H -2.45137 -0.94287 1.43351 0.2067 0.3697 -0.1769
H -0.36012 0.10730 -2.12972 0.0137 -0.0401 -0.0055
H -1.62777 1.30703 -1.80008 0.1958 -0.0358 0.3084
H 0.04133 1.83822 -2.02326 -0.0966 -0.0737 0.1259
```
Positions in Å, forces in eV/Å.

Summary:
**Energy relative to the best compared isomer or geometry (same formula, charge and spin)**: 5.616 eV
**Gap between HOMO and LUMO**: 6.501 eV

# 9
Formula: C3H9N5O
Source: the OMol25 dataset
Level of theory: the ωB97M-V functional and the def2-TZVPD basis

Structure (XYZ):
```
18
Properties=species:S:1:pos:R:3:forces:R:3
C 1.90548 0.92911 0.62462 -0.2793 2.5828 0.7746
C 2.10803 -0.41446 0.01652 1.5314 0.4559 -2.6806
C -0.35391 -0.69698 -0.31675 0.5999 -2.5070 3.8187
H 1.60071 0.40125 1.73749 1.1355 2.7369 -2.2952
H 0.73661 1.80198 0.17791 4.1138 -2.7977 1.5677
H 3.04577 1.58873 0.35474 -3.8819 -2.0616 1.6756
H 1.18312 -2.13790 -0.44699 -0.2738 1.2377 0.4283
H -0.01919 1.03859 -1.58368 -1.0061 -2.3278 1.3986
H -2.18666 0.99246 -0.13025 -6.3142 -1.0522 0.6590
H -0.92068 1.32636 0.81979 -0.7582 -0.2400 -0.7165
H -2.97875 -1.56156 0.64518 -1.7841 -0.1105 -0.5158
H -2.55630 -0.95299 -1.00429 -1.0847 0.6971 3.9449
N 0.98967 -1.16293 -0.13114 -1.1016 -2.1961 -1.4098
N -0.63369 0.47809 -0.88573 4.5619 -1.0747 -6.6057
N -1.31336 1.23388 -0.14137 2.5979 7.7002 3.9511
N -1.27741 -1.25316 0.45285 4.0995 0.6121 -1.4103
N -2.54405 -0.78597 0.17962 -0.5781 -2.0978 -3.7530
O 3.21461 -0.82452 -0.36851 -1.5780 0.4429 1.1683
```
Positions in Å, forces in eV/Å.

Summary:
**Energy relative to the best compared isomer or geometry (same formula, charge and spin)**: 6.892 eV
**Gap between HOMO and LUMO**: 9.281 eV

# 10
Formula: C3H9N5S
Source: the OMol25 dataset
Level of theory: the ωB97M-V functional and the def2-TZVPD basis

Structure (XYZ):
```
18
Properties=species:S:1:pos:R:3:forces:R:3
N 2.16250 1.02196 -1.67506 -1.9739 -0.5400 -0.2236
C 0.89114 0.51155 -1.57805 0.2935 -1.5327 -1.1529
N 0.40166 -0.18026 -2.66025 -0.8302 0.3692 2.6227
N 0.29419 0.66102 -0.35363 1.5861 0.8619 0.6529
C -0.92405 -0.01073 0.39891 0.6250 1.4769 -1.2640
N -0.68075 -1.26806 1.14643 -0.4536 1.2450 -0.1852
C -1.00952 -1.19944 2.46288 -0.6325 0.8443 -0.6072
N -1.48386 -0.02768 2.87505 1.0260 -1.1999 -0.7578
S -1.54583 1.20899 1.67654 0.3916 -0.7398 -0.7738
H 2.65630 1.44608 -0.93293 0.0730 0.2652 1.3439
H 2.56410 1.35840 -2.51506 -0.0193 -0.1492 -1.3747
H 0.99798 -0.10151 -3.48586 -0.7611 -0.7352 0.0822
H -0.46940 -0.81584 -2.55475 2.2443 1.7770 -0.8341
H 0.96729 1.40109 0.05799 -2.3709 -1.7334 0.7156
H -1.69400 -0.08609 -0.41278 0.6774 -0.3810 0.8175
H -0.51370 -2.11139 0.56600 -0.1425 0.4667 1.2322
H -0.98952 -2.05530 3.13753 0.2817 0.1213 -0.2099
H -1.62454 0.24719 3.84707 -0.0147 -0.4164 -0.0836
```
Positions in Å, forces in eV/Å.

Summary:
**Energy relative to the best compared isomer or geometry (same formula, charge and spin)**: 0.000 eV
**Gap between HOMO and LUMO**: 9.954 eV
**SMILES string**: NC(=[NH2+])N[C@H]1[NH+]=CNS1
**Charge**: +2